Entry from the Open Molecules 2025 dataset: 9 unconnected molecules or ions with the total composition C42H126N18O9P6S3 (ωB97M-V with the def2-TZVPD basis set).

Properties
HOMO-LUMO gap = 8.4 eV
Highest occupied orbital energy = -0.297 Ha
E = -179088.7755 eV

CARTESIAN COORDINATES (ANGSTROEM)
1 S -1.71271 0.73867 1.16581
2 S -1.30046 -1.56907 -1.58414
3 S -1.73240 1.01082 8.43277
4 P -1.21083 4.24424 -3.78233
5 P -4.00318 -5.05971 2.02802
6 P 3.69827 -5.08889 -1.69984
7 P 6.51036 0.03612 0.14302
8 P -5.60384 -1.36923 -3.04900
9 P 1.32829 4.75468 3.16248
10 O 3.15292 -6.42303 -1.95552
11 O 6.42545 -1.30815 -0.44553
12 O -5.06780 -5.94432 2.48484
13 O 1.81456 3.38248 2.83721
14 O -2.24162 1.11379 7.04789
15 O -1.91773 5.54847 -3.56747
16 O -2.93593 1.58682 1.02272
17 O -0.28067 -0.49659 -1.78489
18 O -4.25556 -2.05272 -2.83164
19 N 0.36828 5.43151 2.00713
20 N 6.41472 1.31202 -0.85907
21 N 2.47200 5.96297 3.26799
22 N 0.44096 4.66944 4.56383
23 N 7.92554 0.13959 1.04423
24 N -2.23146 2.99622 -3.26444
25 N 5.32927 -4.78143 -1.48487
26 N 3.07995 -4.55544 -0.23820
27 N -6.23485 -0.46565 -1.80212
28 N -4.52067 -3.48778 2.19893
29 N -3.43049 -5.08036 0.45537
30 N 0.33206 4.16198 -3.10397
31 N -5.54007 -0.22751 -4.29566
32 N -2.56604 -5.25325 2.90688
33 N 5.31134 0.35611 1.23868
34 N 3.31021 -3.96195 -2.90152
35 N -0.66915 3.82147 -5.38201
36 N -6.77099 -2.47625 -3.28247
37 C 2.62575 -4.49566 -4.08998
38 C -2.79145 -6.25407 -0.14026
39 C 1.07101 5.36840 -2.73855
40 C 3.51106 5.70297 4.26855
41 C -0.27113 1.84695 1.09392
42 C 4.70092 -0.72798 1.94779
43 C -2.15669 1.62110 -3.54397
44 C 4.80542 1.69183 1.71261
45 C -5.89580 1.16447 -4.27139
46 C 3.46939 -2.53610 -2.73357
47 C -1.29640 -4.64652 2.55159
48 C 5.24874 1.34945 -1.80889
49 C 7.53217 2.05171 -1.30967
50 C 0.01993 5.92595 5.10837
51 C -3.67306 -2.36574 1.86676
52 C 0.88996 5.51304 0.58084
53 C -2.48812 -6.48156 3.66118
54 C -4.36124 -4.52749 -0.54284
55 C -7.14635 -0.99362 -0.77723
56 C -4.84403 -0.60524 -5.50992
57 C 1.10587 2.97218 -2.90417
58 C 5.97745 -5.17063 -0.19975
59 C 2.12290 -5.43065 0.48603
60 C -0.26951 3.42015 4.79565
61 C 0.28777 4.77897 -5.95415
62 C 6.20818 -4.28975 -2.59372
63 C -5.15917 0.31460 -1.20589
64 C -1.10634 5.59943 2.14301
65 C -6.44718 -3.81893 -3.74689
66 C -0.50547 -2.95326 -0.66190
67 C 8.95979 -0.82554 0.82126
68 C -1.86540 2.63740 9.19362
69 C -5.49549 -3.13842 3.20927
70 C 0.13855 0.91197 8.23187
71 C 2.45650 7.34894 2.82073
72 C -3.30360 3.39909 -2.37032
73 C 3.54628 -3.38809 0.50148
74 C -1.30928 -2.46312 -3.16991
75 C -1.65947 0.35410 3.01286
76 C -1.61953 3.28464 -6.33205
77 C 8.08714 1.04161 2.16482
78 C -8.14345 -2.01331 -3.55863
79 H -6.43391 1.39254 -3.38310
80 H -4.95580 1.77691 -4.45150
81 H -6.76722 -1.76132 -0.08651
82 H 7.13100 3.10092 -1.50989
83 H 3.75519 -3.75372 1.50866
84 H -3.14250 -2.59272 0.94631
85 H -1.44919 5.70452 1.14897
86 H 5.71394 1.18618 -2.70936
87 H 0.24859 6.05126 6.18017
88 H 3.27074 -4.32842 -4.93722
89 H -0.43976 2.56273 1.83049
90 H -5.18811 -5.21029 -0.86025
91 H 3.19855 7.47505 2.01957
92 H 0.67758 6.71545 4.66428
93 H 6.50025 -6.20480 -0.29343
94 H 9.35510 -1.12198 1.79783
95 H -8.39929 -2.47978 -4.55745
96 H -8.08347 -1.36766 -1.09609
97 H -6.84126 -4.62762 -3.16009
98 H -7.40292 -0.24361 -0.04825
99 H 0.42199 2.15430 -2.81922
100 H 4.73965 -0.55068 3.04354
101 H 3.66038 -0.93631 1.60467
102 H -5.53809 -0.89445 -6.33564
103 H 0.58996 1.21209 1.25254
104 H -1.23035 6.64192 2.51177
105 H -4.17318 0.21269 -5.81514
106 H -2.42355 2.84477 -5.86198
107 H 8.85767 1.78042 1.97797
108 H -3.14247 1.36364 -4.00449
109 H 4.71417 2.28192 -1.74251
110 H 0.12234 5.11781 -0.04936
111 H 2.81051 -2.62509 0.52726
112 H 0.30975 1.05813 7.16704
113 H 0.73205 1.70524 8.67762
114 H -0.96909 -3.86819 -0.99337
115 H 2.61870 -1.98944 -2.35475
116 H 5.14457 -1.72669 1.85019
117 H -2.05663 4.07453 -6.96547
118 H 8.36119 0.59461 3.13931
119 H 5.23366 2.55796 1.11843
120 H 4.40174 -2.91538 0.02730
121 H 2.64960 8.08067 3.66849
122 H -3.37838 -7.05577 3.37143
123 H -0.56015 3.36506 5.86639
124 H -4.77540 -0.26942 -0.36900
125 H -0.29237 -2.84189 -3.26724
126 H 3.41866 6.46312 5.07002
127 H 4.57732 0.52849 -1.63288
128 H 0.99190 6.57360 0.29001
129 H -8.12656 -0.90219 -3.59950
130 H 2.44251 -5.55721 -4.07453
131 H -0.34703 5.59321 -6.29051
132 H -2.14237 -6.79208 0.61529
133 H 0.33382 6.16439 -2.33152
134 H -3.60264 -6.94063 -0.44852
135 H 0.52497 -2.89832 -0.98334
136 H -1.36518 1.41803 -4.26168
137 H -6.22782 -2.51846 2.69302
138 H 6.86279 -3.58569 -2.14089
139 H 4.49770 5.77750 3.78177
140 H -4.87075 -3.68947 -0.06819
141 H -1.65056 4.86008 2.75951
142 H -8.85838 -2.45209 -2.85644
143 H 1.82024 5.19394 -2.02648
144 H -0.32652 2.16982 0.09237
145 H 1.13568 5.04547 -5.32598
146 H 0.45144 2.66774 4.78903
147 H -1.65730 3.37427 8.44002
148 H 5.57413 -3.84590 -3.38107
149 H -1.07252 2.55509 -6.93994
150 H 6.75510 -5.05573 -3.09339
151 H -2.64406 -6.40247 4.74601
152 H 1.72783 2.78792 -3.77722
153 H -2.08490 -5.95274 -0.91180
154 H 1.78183 3.04882 -2.02444
155 H -1.47492 -3.65454 2.15325
156 H -1.01618 6.30625 4.87212
157 H 4.28255 -2.50338 -2.04577
158 H 5.16534 1.75057 2.72151
159 H -2.59771 -0.13655 3.16848
160 H -4.29741 -1.47689 1.75712
161 H 9.83860 -0.42356 0.29089
162 H 0.45073 -0.09454 8.55916
163 H -6.54964 1.30974 -5.11386
164 H -0.60635 -4.56238 3.41426
165 H 1.16448 -4.85849 0.63670
166 H -3.44623 4.45403 -2.22259
167 H -2.88284 -2.20186 2.69556
168 H -1.13713 2.80250 10.05347
169 H -3.82310 -4.18490 -1.42076
170 H -1.60989 -7.13141 3.49115
171 H -6.85918 -4.01417 -4.75227
172 H 8.60530 -1.62045 0.23406
173 H 1.84316 4.97028 0.43701
174 H 5.18501 -5.23051 0.53582
175 H -0.75864 -5.15935 1.74661
176 H -5.40331 -3.96732 -3.69615
177 H -2.86585 2.76222 9.60729
178 H -1.96108 -3.32874 -2.92465
179 H -4.23568 -1.53314 -5.41623
180 H -0.67883 -2.70343 0.33625
181 H 1.57907 5.83242 -3.55938
182 H 3.87401 -2.09492 -3.66655
183 H 2.56756 -5.52847 1.51729
184 H 1.98783 -6.35256 -0.04094
185 H -5.93244 -4.10642 3.50275
186 H -1.63915 -1.78604 -3.97435
187 H -3.18699 3.07154 -1.32272
188 H -4.31682 0.65053 -1.78385
189 H 3.70025 1.70716 1.76275
190 H 7.85603 1.65039 -2.24154
191 H -4.19778 3.04257 -2.84229
192 H -2.04462 1.00282 -2.63417
193 H 3.44269 4.72587 4.66751
194 H 8.30710 2.14872 -0.48315
195 H -5.53742 1.20916 -0.71544
196 H 1.52542 7.75812 2.41425
197 H 6.70802 -4.39994 0.03873
198 H -5.06634 -2.56222 4.03335
199 H 1.66810 -3.96612 -4.25954
200 H -0.78779 -0.19272 3.34067
201 H 0.68591 4.31290 -6.81667
202 H -1.13876 3.27696 4.17133
203 H -1.67286 1.28976 3.54524
204 H 7.14831 1.62657 2.18894

Löwdin atomic charge list, values in e, 2 entries:
1 S 0.805
2 S 0.779